# 1
Entry from the OMol25 dataset: a 4-piece molecular cluster, C8H23NO7S3 overall at a distorted geometry (ωB97M-V/def2-TZVPD).

Calculated values
Spin multiplicity: 1
HOMO energy (eV): -9.018
Gap between HOMO and LUMO (eV): 9.44

Last column: Löwdin charge in e.
CARTESIAN COORDINATES (ANGSTROEM)
O (-1.89826, 4.69539, 3.50494)  0.075
C (-2.00099, 3.54730, 2.99708)  -0.431
O (-3.02455, 3.36126, 2.02090)  0.032
N (-1.05883, 2.52445, 3.46356)  0.049
C (-0.13875, 2.04815, 2.39372)  -0.198
O (0.73387, 0.97216, 2.86413)  -0.172
O (-0.00552, -0.13953, 3.15097)  -0.054
H (-3.80092, 3.02867, 2.53606)  0.122
H (-1.51684, 1.75763, 3.97312)  0.126
H (0.57740, 2.88127, 2.03626)  0.157
H (-0.68065, 1.69767, 1.43035)  0.090
H (-0.14846, -0.57745, 2.27875)  0.099
C (-0.28742, -0.36672, -2.46795)  -0.245
S (0.35431, -0.08801, -0.80595)  0.839
O (-0.70870, 0.63263, -0.02849)  -0.581
C (1.59574, 1.13151, -1.28170)  -0.259
H (-1.11219, -1.07898, -2.40458)  0.008
H (-0.65133, 0.57147, -2.89071)  0.066
H (0.50000, -0.78254, -3.09829)  0.063
H (1.11630, 1.97831, -1.77594)  0.060
H (2.32335, 0.66749, -1.94855)  0.039
H (2.10229, 1.47775, -0.37962)  0.047
C (6.12691, -0.43138, -1.17505)  -0.271
S (4.99027, -1.69858, -0.57346)  0.817
O (3.67069, -1.46798, -1.23713)  -0.569
C (4.86668, -1.05882, 1.11048)  -0.264
H (6.31659, -0.61337, -2.23360)  0.050
H (5.68268, 0.55781, -1.05160)  0.056
H (7.06681, -0.49327, -0.62441)  0.053
H (4.49952, -0.03142, 1.09373)  0.055
H (5.84636, -1.10091, 1.58912)  0.053
H (4.16678, -1.68407, 1.66588)  0.053
C (-5.60425, -2.25658, -2.26889)  -0.271
S (-3.97753, -1.52680, -1.98566)  0.810
O (-2.99137, -2.29915, -2.80279)  -0.560
C (-3.81502, -2.08153, -0.27546)  -0.259
H (-5.89310, -2.06352, -3.30273)  0.050
H (-5.56493, -3.33382, -2.09908)  0.057
H (-6.33207, -1.79616, -1.59900)  0.052
H (-3.88493, -3.16945, -0.22775)  0.060
H (-4.59956, -1.62663, 0.33130)  0.055
H (-2.84039, -1.76422, 0.09803)  0.040

Cartesian forces, eV/Å:
O -0.46 -4.27 -2.19
C 0.45 4.24 2.42
O 0.82 -1.05 1.86
N -0.54 0.37 -1.10
C -0.04 -0.26 -1.66
O 0.40 3.05 -0.81
O -1.47 -1.93 -0.19
H 0.73 0.31 -0.74
H 0.19 0.26 -0.69
H -0.98 -1.18 1.08
H 0.81 0.50 2.00
H 0.11 0.47 0.51
C -0.12 0.02 0.05
S 0.32 -0.12 -0.45
O -0.09 -0.41 -0.57
C 0.00 0.18 0.01
H 0.11 0.01 0.00
H 0.05 0.04 0.12
H 0.04 -0.01 0.13
H -0.12 -0.07 0.06
H -0.06 -0.13 0.13
H -0.07 -0.11 0.00
C -0.01 0.10 -0.05
S -0.15 0.04 -0.03
O 0.31 0.13 0.16
C -0.06 0.06 0.03
H -0.08 -0.08 0.10
H -0.05 -0.07 0.03
H -0.05 -0.05 0.00
H -0.01 -0.04 -0.07
H -0.02 -0.04 -0.06
H 0.04 0.00 -0.13
C -0.04 -0.12 -0.05
S 0.02 -0.06 0.00
O -0.28 0.06 0.27
C 0.05 -0.11 0.06
H 0.12 0.04 0.08
H 0.09 0.05 0.00
H 0.08 0.04 -0.01
H -0.01 0.03 -0.10
H 0.03 0.04 -0.07
H -0.06 0.09 -0.13



# 2
Entry from the OMol25 dataset: one molecule with the formula C8H23NSi2 at a distorted geometry (ωB97M-V/def2-TZVPD).

Calculated values
Relative energy (zero: lowest compared OMol25 entry of this formula, charge and spin) (kJ/mol): 218.83
SMILES: CC[Si](C)(CC)N[Si](C)(C)C
Spin multiplicity: 1
HOMO energy (eV): -8.248
Gap between HOMO and LUMO (eV): 9.03

Last column: Löwdin charge in e.
CARTESIAN COORDINATES (ANGSTROEM)
C (2.17289, 2.60821, -0.25175)  -0.200
C (2.72827, -2.19213, -0.74917)  -0.182
C (-2.12040, -1.20804, 1.38827)  -0.171
C (-3.53336, 1.53215, 0.25837)  -0.195
C (-2.64766, -0.91911, -1.63306)  -0.176
C (1.51238, 0.13877, 2.16861)  -0.208
C (2.19196, 1.21183, -0.82079)  -0.334
C (1.29309, -1.68911, -0.50212)  -0.349
N (-0.80687, 0.78407, -0.11859)  -0.196
Si (-2.38350, 0.04713, 0.04902)  0.384
Si (1.20628, 0.03235, 0.33740)  0.685
H (1.11570, 2.75743, 0.28885)  0.096
H (2.92763, 2.80176, 0.42867)  0.027
H (2.32866, 3.39494, -1.02557)  0.077
H (3.36750, -1.25205, -1.05951)  0.078
H (3.26951, -2.52493, 0.17685)  0.067
H (2.86900, -3.08567, -1.40985)  0.071
H (-1.95929, -2.25039, 0.93488)  0.064
H (-1.16981, -1.13288, 1.86887)  -0.016
H (-2.86736, -1.34601, 2.06654)  -0.019
H (-4.66440, 1.24212, 0.33195)  0.060
H (-3.37687, 2.05014, 1.10867)  -0.045
H (-3.35896, 2.25850, -0.60406)  0.053
H (-1.72706, -0.93115, -2.18936)  -0.001
H (-2.88389, -1.92062, -1.59205)  -0.030
H (-3.53782, -0.60864, -2.24182)  0.034
H (0.88187, 1.07437, 2.57735)  0.083
H (0.87969, -0.58377, 2.75548)  0.023
H (2.57329, 0.10455, 2.55816)  0.046
H (3.22492, 0.88362, -0.76697)  0.054
H (1.91316, 1.36061, -1.81935)  0.056
H (0.53826, -2.36967, -0.01055)  0.067
H (0.69455, -1.55624, -1.45665)  0.073
H (-0.65134, 1.28783, -1.04671)  0.022

Cartesian forces, eV/Å:
C -3.51 1.38 -0.05
C 1.61 0.84 0.55
C 1.52 -2.02 -2.35
C -2.60 -1.91 -3.27
C -1.40 2.16 0.24
C -1.70 1.41 2.09
C 0.64 -0.18 2.53
C -1.75 -0.14 -0.18
N 3.49 -0.30 -0.46
Si 1.58 0.16 -1.73
Si -3.35 0.67 -2.88
H 2.26 0.28 -1.19
H 1.41 0.15 1.76
H -0.49 -0.52 0.38
H -1.09 -2.15 -0.05
H -0.80 0.36 -0.37
H -0.37 1.14 0.05
H -0.60 1.34 0.10
H 0.55 0.78 0.70
H -2.07 -0.21 2.14
H 1.85 0.50 -0.55
H 0.94 1.69 2.99
H -0.38 -1.09 0.94
H 0.34 0.61 -0.47
H -0.42 -2.62 0.98
H 1.03 0.53 0.17
H 1.99 -1.33 -1.09
H 0.92 -0.11 -0.86
H -1.27 0.24 -0.51
H 0.33 -0.28 -0.45
H -0.73 -0.94 -1.54
H 1.27 0.15 0.07
H 1.10 0.26 0.61
H -0.30 -0.87 1.70



# 3
Entry from the OMol25 dataset: C8H24Br3N4O2P2 as an isolated structure at a distorted geometry (ωB97M-V/def2-TZVPD).

Calculated values
Net charge: +1
Spin multiplicity: 1
HOMO energy (eV): -12.561
Gap between HOMO and LUMO (eV): 9.27

Last column: Löwdin charge in e.
CARTESIAN COORDINATES (ANGSTROEM)
C (-3.54134, -0.99710, 0.36487)  -0.063
C (-2.99969, -2.09125, 1.35118)  -0.258
O (-1.77965, -1.58386, 1.88997)  -0.199
C (-1.16808, -2.56220, 2.73994)  -0.228
C (0.35364, -2.30223, 2.86303)  -0.146
C (0.94071, -2.37949, 1.42007)  -0.188
C (2.00197, -1.25627, 1.11220)  -0.150
C (1.18892, -0.06706, 0.53275)  -0.210
N (1.97116, 0.96072, -0.24012)  -0.556
N (3.27662, 0.56709, -0.63201)  0.030
P (0.99787, 1.30555, -1.78750)  0.583
N (1.71062, 0.66177, -3.02419)  -0.277
P (2.15225, 2.57805, 0.64166)  0.894
N (3.01908, 3.66790, -0.39465)  -0.142
O (0.64741, 3.26253, 0.79665)  -0.271
H (-2.95548, -0.07436, 0.52521)  0.065
H (-3.45402, -1.36961, -0.66782)  0.066
H (-4.59765, -0.76555, 0.58339)  0.075
H (-2.86381, -3.01606, 0.76282)  0.119
H (-3.72732, -2.22887, 2.17075)  0.123
H (-1.34696, -3.57983, 2.33383)  0.128
H (-1.66463, -2.51807, 3.72866)  0.130
H (0.75155, -3.17517, 3.40999)  0.120
H (0.56466, -1.36140, 3.39358)  0.117
H (0.15842, -2.41403, 0.63994)  0.107
H (1.48238, -3.33902, 1.31718)  0.117
H (2.72623, -1.70813, 0.42317)  0.106
H (2.43790, -0.96359, 2.07909)  0.121
H (0.74879, 0.46527, 1.40290)  0.120
H (0.32175, -0.46394, -0.02227)  0.096
H (3.24362, -0.30389, -1.16579)  0.098
H (3.67160, 1.23820, -1.29298)  0.077
H (-0.31382, 0.82828, -1.64570)  -0.068
H (0.94329, 2.71241, -1.93895)  0.020
H (1.12704, -0.00318, -3.52740)  -0.031
H (2.94240, 3.40154, -1.38437)  0.022
H (4.01227, 3.51637, -0.18819)  0.048
H (-0.06448, 2.68191, 0.47325)  0.047
C (-2.67966, 2.45220, -3.80893)  -1.562
Br (-2.99685, 3.67001, -2.34654)  0.594
Br (-2.80712, 3.32352, -5.51938)  0.629
Br (-0.97646, 1.53434, -3.59631)  0.717
H (-3.45515, 1.69651, -3.77297)  -0.021

Cartesian forces, eV/Å:
C 0.04 -0.50 0.62
C -0.71 1.49 -0.66
O 0.31 -0.97 -0.10
C 0.02 0.26 0.66
C -1.10 -0.95 -1.11
C 1.17 -0.12 0.26
C -1.46 -0.46 0.05
C 0.20 -0.56 1.63
N -1.80 0.90 -2.68
N 1.14 -0.39 0.31
P 0.50 -1.14 -1.76
N -0.19 0.22 0.84
P 1.70 1.92 3.37
N -0.66 -2.26 -0.65
O 0.59 -1.54 -1.58
H -0.25 -0.39 -0.24
H -0.03 0.44 0.30
H 0.44 -0.11 -0.23
H 0.18 0.09 0.62
H 0.30 -0.28 -0.29
H 0.21 0.44 0.08
H 0.24 -0.08 -0.29
H -0.03 0.71 0.17
H -0.03 -0.31 -0.22
H 0.24 0.22 0.46
H -0.29 0.40 0.12
H -0.03 0.59 0.22
H 0.37 -0.09 -0.64
H 0.15 -0.16 -0.46
H 0.63 0.36 -0.27
H -0.38 0.16 0.18
H -0.30 0.03 0.21
H 0.43 0.19 1.64
H 0.14 -0.21 0.83
H 0.47 -0.19 0.07
H -0.16 0.88 0.01
H -0.25 0.31 0.30
H -0.21 0.52 0.25
C -0.38 0.17 -0.17
Br 0.14 -0.15 -0.09
Br 0.10 -0.12 0.26
Br -1.57 0.71 -2.01
H 0.10 0.01 0.03



# 4
Entry from the OMol25 dataset: C8H24Cl2NOP2Pb as an isolated structure at a distorted geometry (ωB97M-V/def2-TZVPD).

Calculated values
Net charge: +3
Relative energy (zero: lowest compared OMol25 entry of this formula, charge and spin) (kJ/mol): 76.26
Spin multiplicity: 1
HOMO energy (spin up / spin down) (eV): -20.087 / -20.070
Gap between HOMO and LUMO (spin up / spin down) (eV): 6.75 / 6.06

Last column: Löwdin charge in e.
CARTESIAN COORDINATES (ANGSTROEM)
C (-1.49063, -0.22622, -3.26255)  -0.022
C (-1.36740, -0.46697, -1.80431)  -0.587
H (-2.48251, 0.04475, -3.67806)  0.140
H (-1.13523, -1.08539, -3.81700)  0.113
H (-0.70191, 0.52163, -3.41189)  0.072
O (-2.15472, -0.59789, -0.89894)  0.095
Cl (0.52359, -0.19444, -1.34917)  0.469
Pb (1.70571, 0.50050, 2.01952)  1.022
P (0.45018, -2.55309, 0.34028)  0.852
C (-0.61801, -3.68479, 1.29035)  -0.213
C (0.16887, -3.40130, -1.26033)  -0.246
H (0.35155, -4.47293, -1.07636)  0.087
H (1.91552, -4.40251, 0.62412)  0.086
H (0.82500, -3.01113, -2.04673)  0.058
H (2.83826, -2.98337, 0.00058)  0.077
H (-1.65429, -3.47636, 0.99334)  0.072
H (-0.87778, -3.26444, -1.56586)  0.065
C (2.07756, -3.31941, 0.72212)  -0.211
H (-0.32475, -4.70300, 1.01058)  0.085
H (2.38784, -3.09515, 1.75758)  0.060
H (-0.47048, -3.50698, 2.36373)  0.072
P (0.26253, 2.71836, 0.18645)  0.815
C (-0.86459, 3.83406, 1.12796)  -0.212
C (1.79355, 3.72164, 0.39760)  -0.253
H (0.46687, 2.86107, -2.26278)  0.059
H (-0.13323, 4.38322, -1.52964)  0.089
H (-1.23882, 2.99089, -1.73227)  0.069
C (-0.20403, 3.28629, -1.50540)  -0.220
H (2.57679, 3.32494, -0.27045)  0.074
H (1.55938, 4.76247, 0.11030)  0.092
H (-0.70556, 4.87591, 0.79433)  0.094
H (-0.67623, 3.76012, 2.21315)  0.071
H (2.17074, 3.70376, 1.43435)  0.060
H (-1.89697, 3.52524, 0.89403)  0.070
Cl (3.20429, -0.16361, 3.88039)  -0.073
N (-1.27807, -0.01330, 2.29123)  0.028
H (-1.81316, 0.62046, 1.71930)  0.021
H (-1.60718, 0.13569, 3.23331)  0.058
H (-1.58267, -0.94874, 2.06714)  0.014

Cartesian forces, eV/Å:
C 0.63 0.36 -0.21
C -3.70 0.24 2.35
H 0.44 -0.08 0.86
H 0.17 -0.47 -0.07
H -0.52 0.14 -0.62
O 3.15 0.13 -2.70
Cl -0.11 -0.08 0.24
Pb 0.65 -0.60 1.48
P 0.55 -4.05 -0.86
C -0.83 1.41 1.00
C -0.31 1.07 -0.69
H 0.00 0.46 -0.08
H -0.07 0.30 -0.03
H -0.09 -0.28 0.15
H -0.13 -0.20 0.34
H 0.10 -0.34 0.29
H 0.24 -0.17 0.01
C 0.78 1.31 0.45
H 0.00 0.25 0.03
H 0.06 -0.17 -0.43
H -0.26 -0.32 -0.19
P -0.22 4.70 -1.02
C -0.81 -1.28 0.88
C 1.11 -1.19 0.14
H -0.16 0.17 0.14
H 0.08 -0.26 0.31
H 0.28 0.11 0.03
C -0.20 -1.44 -0.57
H -0.13 0.33 0.24
H -0.11 -0.48 0.09
H 0.19 -0.54 -0.07
H -0.24 0.14 -0.41
H -0.15 0.12 -0.34
H 0.25 0.32 0.32
Cl -1.14 0.32 -1.21
N 0.96 0.08 0.18
H -0.27 0.07 -0.31
H 0.00 0.13 0.50
H -0.16 -0.22 -0.22



# 5
Entry from the OMol25 dataset: C8H24ClI2LuOP2S as an isolated structure at a distorted geometry (ωB97M-V/def2-TZVPD).

Calculated values
Net charge: +2
Relative energy (zero: lowest compared OMol25 entry of this formula, charge and spin) (kJ/mol): 67.62
Spin multiplicity: 1
HOMO energy (eV): -13.568
Gap between HOMO and LUMO (eV): 6.56

Last column: Löwdin charge in e.
CARTESIAN COORDINATES (ANGSTROEM)
I (0.09988, -0.84700, -6.36220)  -0.015
I (0.09988, 1.83690, -6.65926)  0.014
Lu (0.07609, 0.89570, -0.15759)  1.167
P (-2.39503, 0.98614, 0.02903)  0.553
C (-3.17803, 0.79102, -1.52045)  -0.263
C (-2.91601, -0.34064, 1.09654)  -0.253
H (-4.00011, -0.24440, 1.20298)  0.073
H (-3.99612, 2.43248, 0.89054)  0.070
H (-2.43585, -0.27184, 2.08663)  0.045
H (-2.42899, 2.65940, 1.74264)  0.042
H (-2.90920, -0.16168, -2.00675)  0.068
H (-2.67333, -1.32691, 0.66725)  0.037
C (-2.91094, 2.49809, 0.76604)  -0.267
H (-4.25566, 0.81505, -1.33460)  0.070
H (-2.66656, 3.35799, 0.11775)  0.071
H (-2.90823, 1.60859, -2.21338)  0.071
P (2.55993, 0.96854, 0.04427)  0.550
C (3.36161, 0.77741, -1.49840)  -0.265
C (3.08455, 2.48108, 0.79061)  -0.263
H (2.58795, -0.28829, 2.10397)  0.041
H (4.15796, -0.26745, 1.22894)  0.074
H (2.82823, -1.34853, 0.68459)  0.014
C (3.07587, -0.35381, 1.11987)  -0.268
H (2.59449, 2.64431, 1.76308)  0.042
H (4.16825, 2.40893, 0.92546)  0.071
H (4.43629, 0.79762, -1.30333)  0.071
H (3.09734, 1.59545, -2.19127)  0.071
H (2.85161, 3.34298, 0.14126)  0.071
H (3.09210, -0.17477, -1.98559)  0.067
Cl (0.07959, 1.23711, 2.29621)  0.003
C (0.07071, -2.39588, 2.01624)  -0.207
S (0.61943, -2.44636, 0.29025)  1.039
C (-0.55058, -3.68428, -0.30242)  -0.198
O (-0.22229, -1.11502, -0.24701)  -0.773
H (0.34589, -3.31466, 2.46144)  0.064
H (-1.03390, -2.26539, 2.04283)  0.073
H (0.53285, -1.55361, 2.52776)  0.023
H (-1.57179, -3.37959, -0.02327)  0.076
H (-0.47812, -3.74520, -1.38331)  0.076
H (-0.28978, -4.60947, 0.15266)  0.067

Cartesian forces, eV/Å:
I 0.00 0.55 -0.02
I 0.00 -0.55 0.10
Lu -0.14 -0.14 0.72
P -0.38 0.19 0.43
C -1.17 -0.10 -1.35
C -0.49 -0.72 0.54
H 0.00 -0.26 0.21
H 0.01 0.43 0.16
H -0.24 0.16 -0.39
H -0.21 -0.18 -0.34
H -0.14 0.31 0.27
H -0.21 0.51 0.02
C -0.84 1.08 0.42
H -0.10 -0.06 -0.49
H -0.20 -0.34 0.21
H -0.21 -0.29 0.33
P 0.48 0.27 0.45
C 1.10 -0.15 -1.26
C 0.65 0.98 0.37
H 0.26 0.19 -0.31
H 0.07 -0.28 0.22
H 0.48 0.77 0.21
C 0.26 -1.03 0.32
H 0.21 -0.18 -0.34
H -0.02 0.37 0.13
H 0.14 -0.06 -0.49
H 0.19 -0.27 0.31
H 0.19 -0.33 0.21
H 0.17 0.30 0.22
Cl 0.05 -0.09 -0.73
C -0.71 0.81 -0.56
S -3.27 1.68 -0.27
C -0.28 0.82 -0.18
O 2.07 -2.20 0.38
H 0.38 -1.03 0.59
H 0.81 -0.17 -0.23
H 0.16 -0.04 -0.13
H 0.52 -0.03 0.04
H 0.20 -0.02 -0.09
H 0.22 -0.91 0.32